No. 1
Here is an isolated molecule of C4H5NO from the Open Molecules 2025 dataset. Energies are from the ωB97M-V functional and the def2-TZVPD basis.

Geometry as ORCA input:
```
! wB97M-V def2-TZVPD RIJCOSX def2/J DEFGRID3
* xyz 0 1
O -1.863 1.769 -0.658
C -1.651 1.129 0.353
N -0.518 0.421 0.592
C 0.528 0.313 -0.412
C 1.163 -1.007 -0.358
C 1.674 -2.093 -0.273
H -2.372 1.064 1.189
H -0.433 -0.119 1.439
H 0.062 0.485 -1.388
H 1.285 1.097 -0.274
H 2.125 -3.059 -0.211
*
```

SMILES	C#CCNC=O
orbital gap	10.819	eV
E_tot	-285.35176	hartree
HOMO energy	-9.968	eV

No. 2
Here is a cluster of 2 separate species, C4H5NO in total from the Open Molecules 2025 dataset. Energies are from the ωB97M-V functional and the def2-TZVPD basis.

Geometry as ORCA input:
```
! wB97M-V def2-TZVPD RIJCOSX def2/J DEFGRID3
* xyz 0 1
O -0.482 -1.736 -1.911
C 0.002 -0.657 -1.655
N 1.059 -0.709 0.862
C 0.425 -0.084 1.762
C -0.799 0.488 -1.225
C -1.447 1.459 -0.917
H 1.077 -0.450 -1.764
H 1.961 -1.053 1.203
H -0.558 0.331 1.519
H 0.791 0.095 2.778
H -2.029 2.315 -0.652
*
```

SMILES	C#CC=O.C=N
orbital gap	10.635	eV
E_tot	-285.28935	hartree
HOMO energy	-10.117	eV

No. 3
Here is an isolated molecule of C4H5NO at a distorted geometry from the Open Molecules 2025 dataset. Energies are from the ωB97M-V functional and the def2-TZVPD basis.

Geometry as ORCA input:
```
! wB97M-V def2-TZVPD RIJCOSX def2/J DEFGRID3
* xyz 0 1
O -0.215 0.302 -2.035
C 0.066 0.061 -0.797
C -0.210 1.084 0.408
C -0.452 -0.130 1.246
C -0.437 -1.013 0.230
N 1.405 -0.325 -0.797
H -1.120 1.627 0.144
H 0.603 1.767 0.674
H -0.530 -0.254 2.323
H -0.550 -2.091 0.153
H 1.441 -1.027 -1.548
*
```

orbital gap (alpha / beta)	7.210 / 6.871	eV
E_tot	-285.18674	hartree
HOMO energy (alpha / beta)	-9.138 / -9.382	eV

> The lowest E_tot belongs to which entry?

number 1